No. 1
Formula: C5H10N5
Source: OMol25
Level of theory: wB97M-V/def2-TZVPD

The gap between HOMO and LUMO (alpha / beta) comes out at 0.2789 / 0.2797 Ha. The calculation puts the LUMO energy (alpha / beta) at -3.061 / -5.864 eV. Its HOMO energy (alpha / beta) is -0.3914 / -0.4952 Eh. Its expectation value of S² is 2.0229. Its total charge is +1. The spin multiplicity is 3.

Positions of all 20 atoms, in Å:
C (-1.81200, 0.94147, -1.12754)
C (-1.41143, 0.12293, -0.33219)
C (1.31736, 0.02553, -0.86984)
C (-1.11748, -0.84637, 0.64083)
C (-2.16212, -1.38227, 1.47143)
N (1.16113, -1.08916, -0.14287)
N (1.29974, 1.32530, -0.37395)
N (0.24742, -1.27839, 0.71642)
N (1.77344, -0.06677, -2.12616)
N (1.20923, 1.63810, 0.98667)
H (-2.23177, 1.72231, -1.72982)
H (-2.17970, -2.44165, 1.60873)
H (-3.13438, -1.15460, 1.13828)
H (-2.15657, -0.95913, 2.50584)
H (2.02188, 2.00663, -0.92012)
H (0.44449, -2.15045, 1.22037)
H (1.69359, -0.97908, -2.55828)
H (1.98672, 0.70313, -2.72748)
H (1.03264, 2.60134, 1.09250)
H (2.01781, 1.26113, 1.52717)

Atomic forces in eV per Å
C -0.507 0.558 -0.370
C 0.203 -1.239 1.146
C 0.668 2.961 0.332
C -0.355 2.199 -2.623
C -0.022 -0.126 2.428
N 1.381 0.467 -2.334
N 2.765 1.265 -1.899
N -0.562 -1.649 2.735
N -0.531 -1.619 0.455
N 0.549 -2.756 0.336
H 0.238 -0.206 0.025
H 0.455 -0.974 -0.013
H -0.992 0.563 -0.896
H 0.329 -0.182 -0.430
H -2.282 -2.290 1.392
H -0.507 0.499 -0.020
H 0.128 0.201 -0.011
H -0.035 0.395 0.102
H -0.146 1.035 0.246
H -0.778 0.899 -0.602

***

No. 2
Formula: C5H10NO
Source: OMol25
Level of theory: wB97M-V/def2-TZVPD

The gap between HOMO and LUMO comes out at 0.2467 Ha. The calculation puts the LUMO energy at 4.081 eV. As for the structure (SMILES): C=CC[C@H](N)C[O-]. Its HOMO energy is -0.0967 Eh. Its total charge is -1.

Positions of all 17 atoms, in Å:
C (-1.30667, -0.96941, -1.87830)
C (-0.65000, 0.06110, -1.27798)
C (0.76617, -0.04243, -0.83659)
C (0.86059, 0.13820, 0.73343)
N (0.49997, -1.02529, 1.48771)
C (0.05342, 1.44730, 1.24528)
O (-1.05291, 1.05067, 1.88867)
H (-0.93206, -1.98763, -1.72052)
H (-2.08062, -0.85025, -2.62815)
H (-1.32258, 0.76773, -0.77489)
H (1.02235, -1.11981, -0.90813)
H (1.57529, 0.53130, -1.30453)
H (1.88532, 0.41807, 1.07589)
H (-0.41285, -0.78707, 1.90918)
H (0.42251, -1.81480, 0.85788)
H (-0.08643, 2.08435, 0.30738)
H (0.75849, 2.09798, 1.82369)

Atomic forces in eV per Å
C 1.371 0.092 -0.050
C -1.228 -0.897 0.009
C 0.136 -1.727 3.030
C 1.543 2.347 0.105
N -0.504 -0.308 0.106
C -0.299 -0.959 -0.399
O -0.291 0.584 -0.200
H 0.529 0.233 -0.986
H -0.956 0.076 1.005
H 0.534 1.049 -1.090
H 0.300 0.333 -0.764
H -0.760 0.195 -0.343
H 0.007 -0.353 -1.018
H 0.029 0.001 -0.158
H -0.299 -0.115 0.188
H -0.150 -0.248 0.282
H 0.038 -0.304 0.281

***

No. 3
Formula: C5H10NO
Source: OMol25
Level of theory: wB97M-V/def2-TZVPD

The gap between HOMO and LUMO comes out at 0.2311 Ha. The calculation puts the LUMO energy at 4.095 eV. As for the structure (SMILES): C=NCCCC[O-]. Its HOMO energy is -0.0806 Eh. Its total charge is -1.

Positions of all 17 atoms, in Å:
C (1.24298, -2.20411, -1.50879)
N (0.50079, -1.17434, -1.78117)
C (0.41498, -0.26655, -0.56504)
C (-0.94746, 0.43662, -0.62371)
C (-0.57638, 1.56203, 0.43228)
C (-0.60974, 0.78547, 1.84369)
O (0.53504, 0.07103, 1.94911)
H (2.06225, -2.70263, -2.16035)
H (1.11843, -2.85715, -0.53875)
H (1.24859, 0.39439, -0.56618)
H (0.51695, -0.93072, 0.30305)
H (-1.73980, -0.25690, -0.26501)
H (-1.11227, 0.69495, -1.71025)
H (-1.15516, 2.56300, 0.30725)
H (0.65686, 1.94996, 0.37825)
H (-0.55975, 1.62351, 2.57504)
H (-1.59630, 0.31144, 1.93059)

Atomic forces in eV per Å
C -0.743 -0.917 0.315
N 4.095 -0.938 -0.066
C -2.879 -3.859 -1.342
C 2.297 1.194 0.409
C 0.576 1.572 -0.199
C 2.127 2.433 -0.520
O -0.749 -0.654 0.941
H -1.961 0.642 -0.028
H 0.630 1.860 -0.864
H 0.528 0.292 -0.499
H -0.064 0.738 0.099
H 0.386 0.690 -0.153
H -0.060 0.176 1.153
H 0.379 -1.631 0.497
H -3.608 -1.208 -0.142
H -0.681 0.105 0.338
H -0.273 -0.494 0.062